(1)
# C43H115BO16P

A 13-piece molecular cluster, C43H115BO16P overall (the ωB97M-V functional and the def2-TZVPD basis, OMol25).

Structure (XYZ):
```
176
Properties=species:S:1:pos:R:3:mulliken_charge:R:1
C 2.050 2.220 6.513 -0.8074
C 2.623 0.846 6.018 0.4611
C 3.080 0.015 7.277 -1.2432
C 1.702 0.037 5.019 -0.3726
C 0.179 0.430 5.009 1.6750
C -0.606 -0.884 4.564 -0.6554
C -0.214 1.509 3.928 -0.1511
O -0.126 2.896 4.397 -0.1303
P -1.233 3.270 5.548 0.3973
O -2.301 2.054 5.903 -0.0868
B -2.583 1.937 7.311 0.3484
O -1.667 2.207 8.349 -0.4648
O -3.879 1.486 7.673 -0.4956
H 2.093 2.972 5.680 0.0997
H 1.010 2.177 6.918 -0.1584
H 2.687 2.649 7.335 0.4769
H 3.564 1.091 5.450 0.3416
H 4.070 0.376 7.665 0.3887
H 3.204 -1.071 7.032 0.3145
H 2.312 0.170 8.082 0.2063
H 1.737 -1.035 5.360 0.0980
H 2.065 0.028 3.962 0.0119
H -0.219 0.670 6.032 -0.4126
H -0.655 -1.644 5.375 -0.3224
H -0.031 -1.329 3.705 0.2342
H -1.622 -0.637 4.154 0.1720
H -1.285 1.329 3.636 -0.3687
H 0.394 1.359 2.998 0.3202
H -1.975 4.391 5.056 0.1993
H -0.540 3.736 6.702 0.2185
H -0.921 1.586 8.291 0.3271
H -3.744 0.553 7.907 0.3143
C -0.816 -3.843 9.149 -1.4917
C -0.110 -3.069 8.047 0.7394
C 1.127 -3.806 7.559 -1.2397
O 0.265 -1.778 8.535 -0.4924
H -0.161 -3.973 10.015 0.3055
H -1.696 -3.298 9.498 0.3443
H -1.131 -4.828 8.800 0.4002
H -0.797 -2.911 7.212 0.1061
H 1.848 -3.935 8.371 0.3536
H 1.629 -3.235 6.775 0.2068
H 0.869 -4.791 7.163 0.4089
H 0.871 -1.905 9.273 0.3410
C -4.997 -1.838 0.996 -1.3464
C -3.935 -1.177 1.856 0.4770
C -4.210 0.309 2.027 -0.5935
O -2.654 -1.356 1.253 -0.4306
H -5.014 -1.396 -0.005 0.2075
H -4.784 -2.901 0.869 0.3432
H -5.991 -1.733 1.437 0.4042
H -3.901 -1.660 2.836 0.3558
H -4.203 0.819 1.059 0.1647
H -3.431 0.775 2.639 -0.2589
H -5.178 0.480 2.503 0.4523
H -2.674 -0.934 0.387 0.2104
C 1.244 4.120 1.817 -0.3441
C 2.071 3.975 0.555 0.2380
C 1.737 5.051 -0.465 -1.2883
O 1.823 2.685 0.000 -0.2951
H 0.175 4.019 1.596 0.2988
H 1.497 3.327 2.525 -0.0194
H 1.409 5.086 2.298 0.0383
H 3.134 4.026 0.802 0.3133
H 0.685 4.992 -0.763 0.3246
H 2.331 4.918 -1.372 0.3754
H 1.929 6.049 -0.065 0.2505
H 0.886 2.634 -0.218 0.1464
C -2.370 1.563 -2.108 -1.3504
C -3.025 0.211 -2.345 1.0799
C -2.814 -0.259 -3.774 -1.4452
O -4.424 0.306 -2.069 -0.4934
H -2.804 2.325 -2.761 0.3694
H -2.536 1.895 -1.079 0.3579
H -1.294 1.519 -2.291 0.3031
H -2.611 -0.526 -1.652 -0.0241
H -3.261 0.441 -4.485 0.2200
H -3.297 -1.224 -3.936 0.3151
H -1.750 -0.357 -4.004 0.4055
H -4.804 0.952 -2.674 0.2807
C -2.113 -7.014 13.500 -1.4072
C -1.406 -6.240 12.398 0.4983
C -0.169 -6.977 11.909 -1.1566
O -1.031 -4.951 12.884 -0.5560
H -1.456 -7.144 14.366 0.3549
H -2.992 -6.468 13.848 0.3333
H -2.428 -8.000 13.152 0.3711
H -2.093 -6.082 11.563 0.2752
H 0.553 -7.106 12.721 0.3418
H 0.333 -6.405 11.126 0.2343
H -0.425 -7.962 11.513 0.3663
H -0.425 -5.078 13.621 0.3552
C 1.748 9.163 4.018 -1.3803
C 2.151 7.922 3.238 0.5382
C 3.075 8.272 2.082 -1.2301
O 0.980 7.271 2.735 -0.5439
H 1.206 9.866 3.378 0.3561
H 1.078 8.900 4.839 0.3399
H 2.622 9.671 4.431 0.3754
H 2.650 7.214 3.905 0.2569
H 2.577 8.944 1.377 0.3335
H 3.349 7.373 1.524 0.2082
H 3.987 8.753 2.437 0.4093
H 0.530 7.885 2.144 0.3251
C 2.344 -0.627 -0.892 -0.9715
C 2.466 -1.254 0.489 0.3877
C 2.246 -2.758 0.436 -1.4133
O 1.504 -0.664 1.374 -0.1971
H 1.344 -0.787 -1.308 0.2282
H 2.495 0.453 -0.837 0.1112
H 3.079 -1.047 -1.582 0.3644
H 3.455 -1.042 0.902 0.2815
H 1.242 -2.990 0.068 0.3278
H 2.326 -3.193 1.435 0.3394
H 2.976 -3.241 -0.215 0.4292
H 0.627 -0.848 1.018 0.1290
C 4.415 -0.055 -4.571 -1.2746
C 3.219 0.023 -5.506 0.6253
C 3.245 1.299 -6.332 -1.1272
O 2.014 -0.027 -4.742 -0.4255
H 4.412 0.781 -3.865 0.2838
H 4.378 -0.972 -3.977 0.2903
H 5.353 -0.036 -5.128 0.3093
H 3.215 -0.843 -6.171 0.1796
H 3.204 2.181 -5.685 0.3778
H 2.375 1.347 -6.990 0.2221
H 4.148 1.355 -6.941 0.2505
H 2.006 0.734 -4.152 0.2743
C -1.294 -1.151 -7.405 -1.0789
C -2.046 -2.279 -6.715 0.6782
C -1.660 -3.634 -7.288 -1.5731
O -3.451 -2.078 -6.869 -0.3788
H -1.528 -1.123 -8.473 0.2496
H -1.589 -0.184 -6.990 0.2937
H -0.214 -1.267 -7.288 0.3303
H -1.832 -2.259 -5.644 0.0629
H -1.908 -3.690 -8.352 0.3663
H -2.214 -4.432 -6.790 0.3860
H -0.591 -3.824 -7.168 0.3809
H -3.652 -2.093 -7.812 0.3047
C -5.851 -0.197 -5.701 -0.9654
C -7.111 -0.628 -6.433 0.2528
C -8.237 -0.940 -5.460 -1.3279
O -6.830 -1.781 -7.224 -0.5547
H -5.491 -0.993 -5.043 0.2824
H -5.048 0.013 -6.410 0.1988
H -6.030 0.699 -5.099 0.4044
H -7.427 0.162 -7.118 0.3213
H -7.958 -1.762 -4.793 0.3236
H -9.132 -1.258 -5.998 0.3472
H -8.488 -0.068 -4.851 0.3523
H -6.548 -2.485 -6.630 0.3566
C 5.022 -1.314 -9.518 -1.1658
C 5.930 -0.210 -8.999 0.3915
C 7.356 -0.386 -9.498 -1.4082
O 5.920 -0.214 -7.571 -0.4278
H 5.363 -2.294 -9.169 0.3930
H 4.004 -1.180 -9.144 0.1901
H 4.995 -1.324 -10.609 0.3968
H 5.547 0.761 -9.320 0.2343
H 7.775 -1.334 -9.149 0.3510
H 7.998 0.408 -9.111 0.3467
H 7.398 -0.368 -10.589 0.3895
H 6.257 -1.066 -7.274 0.3249
C 1.223 0.579 -10.894 -1.2114
C 0.566 -0.771 -11.136 0.5839
C 0.785 -1.245 -12.564 -1.4255
O -0.834 -0.674 -10.875 -0.5177
H 0.798 1.342 -11.552 0.3937
H 1.049 0.911 -9.868 0.2444
H 2.301 0.531 -11.067 0.3173
H 0.972 -1.507 -10.438 0.2299
H 0.345 -0.543 -13.278 0.3576
H 0.300 -2.210 -12.726 0.3526
H 1.849 -1.348 -12.787 0.3569
H -1.206 -0.027 -11.484 0.3276
```

Values from the calculation:
Charge: +1
HOMO-LUMO gap in eV: 8.00
Lowest unoccupied orbital energy in Eh: -0.111
Largest force on an atom in eV/A: 3.50

***

(2)
# C43H116N2O14

A 14-piece molecular cluster, C43H116N2O14 overall (the ωB97M-V functional and the def2-TZVPD basis, OMol25).

Structure (XYZ):
```
175
Properties=species:S:1:pos:R:3:mulliken_charge:R:1
C -0.038 4.478 4.847 -1.4590
C -0.879 4.416 3.602 0.8038
C -0.061 4.155 2.334 -0.0084
O -1.814 3.409 3.636 -0.5335
H 0.742 5.238 4.811 0.3999
H 0.538 3.561 4.967 0.1646
H -0.675 4.607 5.723 0.4010
H -1.452 5.338 3.501 0.1357
H 0.857 4.727 2.468 0.6511
H -0.621 4.421 1.437 -0.5059
H 0.192 3.098 2.253 -0.4223
H -1.996 3.050 2.765 0.1439
C -0.198 1.515 -0.988 -0.8828
C -0.486 0.070 -0.531 1.4993
C 0.796 -0.777 -0.613 0.5892
O -0.871 0.204 0.799 0.5743
H 0.305 1.555 -1.954 0.5187
H 0.460 2.050 -0.304 -0.2935
H -1.118 2.091 -1.083 -0.0068
H -1.256 -0.383 -1.155 -0.5538
H 1.645 -0.512 0.017 0.0456
H 1.206 -0.853 -1.620 -1.2237
H 0.537 -1.805 -0.358 0.0355
H -0.713 -0.618 1.270 -1.0979
C -2.900 -3.403 0.913 -1.4099
C -2.399 -2.521 2.077 1.7634
C -2.640 -2.998 3.557 -1.3864
O -1.030 -2.440 1.748 0.7210
H -2.705 -4.470 1.020 0.2051
H -2.560 -3.056 -0.063 0.2242
H -3.984 -3.311 0.979 0.4927
H -2.839 -1.534 1.935 -0.5809
H -2.143 -3.953 3.724 0.1635
H -3.706 -3.143 3.731 0.4469
H -2.342 -2.188 4.223 0.3780
H -0.526 -3.247 1.880 -0.3725
C 0.157 0.514 -6.251 -1.4970
C 0.987 -0.481 -5.408 1.0007
C 0.162 -1.094 -4.334 -0.0143
O 1.518 -1.510 -6.241 -0.6277
H 0.738 0.964 -7.056 0.3966
H -0.131 1.344 -5.606 0.2955
H -0.798 0.135 -6.614 0.3675
H 1.804 0.036 -4.906 -0.0057
H -0.128 -0.272 -3.678 -0.1804
H 0.657 -1.934 -3.847 -0.4807
H -0.761 -1.497 -4.750 0.5314
H 2.010 -2.116 -5.682 0.3706
C 1.180 -1.670 4.795 -1.4401
C 1.443 -0.706 3.600 2.6700
C 0.864 0.694 3.711 -1.4489
O 2.771 -0.690 3.302 -0.5927
H 1.466 -2.719 4.721 0.3294
H 0.106 -1.690 4.985 0.2384
H 1.721 -1.343 5.683 0.4791
H 0.933 -1.179 2.761 -1.5254
H -0.217 0.733 3.851 0.3534
H 1.089 1.266 2.811 -0.2041
H 1.315 1.254 4.530 0.5087
H 3.254 -0.529 4.116 0.3916
C 3.575 2.304 -0.106 -0.6998
C 3.640 3.140 -1.388 0.6318
C 4.188 4.584 -1.097 -1.2247
O 4.534 2.602 -2.321 -0.5284
H 3.477 1.252 -0.376 -0.1022
H 2.768 2.615 0.557 0.0654
H 4.563 2.358 0.352 0.6149
H 2.654 3.212 -1.848 0.0123
H 3.319 5.128 -0.727 0.1593
H 4.450 5.120 -2.010 0.3489
H 4.960 4.607 -0.328 0.3957
H 5.367 2.534 -1.849 0.3668
C -0.915 -5.886 -2.167 -1.3795
C 0.578 -6.223 -2.242 0.4599
C 1.389 -4.918 -1.969 -0.4823
O 0.814 -7.195 -1.188 -0.5541
H -1.204 -5.747 -1.125 0.2968
H -1.548 -6.694 -2.533 0.4327
H -1.175 -4.987 -2.726 0.3146
H 0.835 -6.643 -3.214 0.3075
H 1.079 -4.520 -1.003 -0.2148
H 1.157 -4.226 -2.779 0.0981
H 2.469 -5.066 -1.960 0.3464
H 0.147 -7.877 -1.298 0.3101
C -4.127 -0.308 -2.452 -1.0140
C -5.373 -0.022 -3.335 0.4906
C -5.071 0.334 -4.774 -1.4412
O -6.130 -1.181 -3.481 -0.5780
H -4.314 -0.378 -1.380 0.2011
H -3.353 0.458 -2.505 0.2513
H -3.711 -1.254 -2.799 0.4582
H -5.877 0.798 -2.822 0.2444
H -4.480 1.248 -4.727 0.3473
H -6.010 0.518 -5.297 0.3685
H -4.421 -0.378 -5.283 0.3328
H -6.392 -1.398 -2.583 0.3393
C 5.377 -3.067 2.497 -1.5715
C 4.518 -2.813 1.213 0.9587
C 4.725 -3.788 0.072 -0.9041
O 3.129 -2.805 1.625 0.1332
H 5.260 -4.052 2.948 0.2931
H 5.183 -2.387 3.327 0.2981
H 6.424 -2.896 2.246 0.4351
H 4.681 -1.786 0.885 0.0911
H 4.094 -3.588 -0.794 -0.2891
H 4.525 -4.822 0.355 0.3435
H 5.750 -3.741 -0.296 0.4717
H 2.983 -2.024 2.163 -0.2165
C 5.727 -2.555 -3.368 -1.5420
C 4.216 -2.267 -3.458 1.6940
C 3.854 -0.882 -2.958 -0.5101
O 3.716 -2.412 -4.762 -0.5842
H 6.162 -2.208 -4.305 0.4490
H 5.865 -3.632 -3.266 0.3512
H 6.221 -2.093 -2.514 0.3105
H 3.652 -2.943 -2.815 -1.1209
H 4.359 -0.140 -3.577 0.5734
H 4.194 -0.773 -1.928 0.1549
H 2.770 -0.771 -2.956 -0.4122
H 4.175 -1.702 -5.217 0.4796
C 0.427 6.915 -0.490 -1.1824
C 0.542 5.970 -1.724 1.6580
C -0.624 4.966 -1.797 -0.5935
O 0.484 6.679 -2.962 -0.6278
H 0.119 6.411 0.425 0.0548
H -0.385 7.639 -0.565 0.3228
H 1.383 7.434 -0.427 0.4351
H 1.452 5.399 -1.539 -0.8043
H -0.518 4.303 -2.656 0.5076
H -1.556 5.497 -1.989 0.4173
H -0.719 4.379 -0.884 -0.4896
H 0.484 6.047 -3.684 0.3601
C -4.586 3.993 -1.555 -0.7682
C -5.562 4.623 -0.582 0.5936
C -4.815 5.687 0.263 -0.7665
O -4.039 6.691 -0.410 -0.3632
C -3.248 7.381 0.556 -0.3956
N -6.666 5.359 -1.266 -0.8333
H -4.213 4.708 -2.288 0.3826
H -5.034 3.131 -2.049 0.2656
H -3.647 3.699 -1.085 -0.1480
H -6.004 3.800 -0.019 0.0911
H -4.278 5.221 1.089 0.3496
H -5.631 6.152 0.817 0.4356
H -3.769 7.879 1.373 0.3603
H -2.605 8.152 0.132 0.3415
H -2.482 6.754 1.013 -0.1182
H -6.142 5.997 -1.848 0.3575
H -7.153 5.925 -0.586 0.2881
C -0.160 -6.441 3.126 -1.9532
C 0.680 -5.148 2.973 1.1306
C 2.068 -5.367 3.635 -0.5473
O 1.853 -5.465 5.037 -0.4592
C 3.160 -5.361 5.710 -0.7281
N 0.713 -4.715 1.571 -0.2159
H -1.075 -6.235 2.570 0.4875
H -0.417 -6.652 4.164 0.3423
H 0.229 -7.351 2.670 0.3661
H 0.187 -4.362 3.545 -0.3714
H 2.745 -4.529 3.470 0.0674
H 2.558 -6.250 3.224 0.7282
H 3.853 -6.187 5.553 0.3168
H 3.012 -5.358 6.790 0.2879
H 3.657 -4.419 5.479 0.2253
H 1.409 -3.986 1.495 -0.2627
H 1.165 -5.503 1.130 0.4260
C -4.934 2.051 2.545 -1.1264
C -3.988 1.146 1.810 0.0084
O -3.015 1.941 1.164 0.9829
H -5.320 2.796 1.850 -0.0785
H -4.428 2.604 3.336 0.2476
H -5.784 1.514 2.967 0.4469
H -4.530 0.499 1.121 0.2604
H -3.481 0.511 2.537 0.1035
H -2.253 1.426 0.889 -0.2135
```

Values from the calculation:
HOMO-LUMO gap in eV: 9.49
Lowest unoccupied orbital energy in Eh: 0.011
Largest force on an atom in eV/A: 3.17

***

What is the formula in the first record?
C43H115BO16P